[1]
The following is a DFT calculation (the ωB97M-V functional and the def2-TZVPD basis) of 7 unconnected molecules or ions with the total composition C24H52Br12O6P3 at a distorted geometry.

Values from the calculation:
* total charge: -1
* LUMO level: 1.61 eV
* molar mass: 1488.44 g/mol

Atoms and positions in Å:
C  -4.82169  3.42862  -5.60912
C  -4.41742  2.06584  -4.94875
C  -3.57140  2.26415  -3.64280
C  -2.06613  1.97754  -3.96098
C  -1.11065  2.13814  -2.71111
C  -0.96609  0.84001  -1.81459
C  -1.40081  1.09621  -0.30085
C  -2.24414  -0.08639  0.31917
P  -1.37956  -0.99639  1.67184
O  -2.40824  -1.70586  2.49791
O  -0.31923  -1.99735  0.91898
C  0.14611  -3.06139  1.75444
C  1.55575  -2.79841  2.37572
O  -0.45518  0.06599  2.52091
C  -1.09820  0.57741  3.69497
C  -0.49683  -0.01294  5.00241
P  0.84992  0.46691  -1.75391
P  2.02339  2.16050  -1.01447
O  1.62112  3.49579  -1.56750
O  3.63082  1.90610  -1.42816
O  2.07052  2.30548  0.65292
H  -4.73743  4.25898  -4.88814
H  -4.13015  3.63057  -6.44785
H  -5.83540  3.34431  -6.03905
H  -5.29374  1.41743  -4.75257
H  -3.78247  1.49385  -5.65189
H  -3.73770  3.26167  -3.19560
H  -3.90242  1.49531  -2.91563
H  -1.76848  2.73351  -4.72825
H  -1.90215  0.98413  -4.45126
H  -1.45664  3.02214  -2.13327
H  -0.11861  2.32425  -3.15664
H  -2.01278  2.02486  -0.28875
H  -0.48889  1.31890  0.27976
H  -2.61047  -0.78976  -0.45634
H  -3.14716  0.35836  0.78407
H  0.23070  -3.95313  1.10144
H  -0.54992  -3.34640  2.56114
H  1.98857  -1.82092  2.11258
H  2.21807  -3.64088  2.09804
H  1.46010  -2.85969  3.47834
H  -0.85971  1.66165  3.72414
H  -2.19772  0.50816  3.68179
H  -0.63879  0.77132  5.77739
H  0.59216  -0.16190  4.91957
H  -1.03167  -0.91142  5.35016
H  0.95784  -0.51055  -0.71440
H  3.66545  2.00350  -2.39358
H  2.42710  3.20297  0.78327
Br  1.89103  2.05945  -4.94248
C  1.64729  0.16234  -5.29935
C  0.96696  -0.05513  -6.62378
Br  -0.95772  0.27765  -6.54627
H  1.10247  -0.25518  -4.45403
H  2.65409  -0.25262  -5.31781
H  1.04975  -1.09671  -6.93200
H  1.36556  0.58599  -7.40553
Br  -4.52702  -1.30856  -6.24316
C  -4.44277  -2.62918  -4.81586
C  -4.85338  -2.02624  -3.50097
Br  -3.42871  -0.92284  -2.75637
H  -3.43034  -3.02509  -4.80721
H  -5.13434  -3.41698  -5.11416
H  -5.03059  -2.80682  -2.76022
H  -5.73856  -1.39367  -3.57560
Br  3.05733  -2.26563  6.17284
C  4.53349  -3.50732  5.91106
C  5.63045  -2.88653  5.08790
Br  5.16771  -2.83105  3.19539
H  4.11627  -4.40539  5.46387
H  4.89607  -3.73742  6.91172
H  6.53599  -3.48992  5.14100
H  5.85918  -1.86585  5.38663
Br  5.47857  0.81451  7.56879
C  4.64942  1.45302  5.92452
C  3.75364  2.63507  6.18242
Br  2.06528  2.08637  6.98158
H  4.12364  0.60684  5.48829
H  5.47807  1.73541  5.27701
H  3.48270  3.11919  5.24547
H  4.19720  3.36678  6.85187
Br  9.57357  -1.03524  6.52261
C  10.12725  -1.51098  4.71682
C  9.12529  -2.42196  4.05965
Br  9.27359  -4.24753  4.72713
H  11.11721  -1.95161  4.79403
H  10.19313  -0.56630  4.17966
H  9.31601  -2.49486  2.99038
H  8.09764  -2.10913  4.21872
Br  -7.34520  2.17345  -2.55574
C  -8.89192  1.40379  -3.45189
C  -9.28221  0.08555  -2.83620
Br  -8.07515  -1.33806  -3.39266
H  -8.63929  1.32235  -4.50593
H  -9.68972  2.13436  -3.32679
H  -10.26837  -0.22299  -3.18086
H  -9.27028  0.10351  -1.75003

=====

[2]
The following is a DFT calculation (the ωB97M-V functional and the def2-TZVPD basis) of 4 unconnected molecules or ions with the total composition C24H52F4IN2O5S at a distorted geometry.

Values from the calculation:
* total charge: +1
* LUMO level: -3.87 eV
* molar mass: 683.65 g/mol

Atoms and positions in Å:
N  3.22768  4.16242  0.88124
C  2.12933  3.35336  1.24270
O  0.93129  3.89223  0.71173
C  -0.26056  3.26836  1.16228
C  -1.29840  3.60365  0.09793
S  -2.93242  3.72033  0.82592
O  -2.89166  3.08844  2.11390
O  -3.34717  5.08429  0.78209
C  -0.12560  1.74051  1.38330
F  -1.23988  1.13736  0.89129
C  -0.01739  1.29595  2.87555
F  -0.70906  2.13667  3.64494
F  -0.48923  0.04487  3.01032
F  1.27987  1.32908  3.24761
N  0.98702  1.16238  0.56029
O  1.13821  -0.18672  0.93871
C  2.32406  1.97537  0.56608
O  2.61022  2.24112  -0.75301
I  4.00326  0.94993  1.43593
H  3.03801  4.69856  0.05066
H  3.52791  4.75471  1.63501
H  2.10365  3.26475  2.32369
H  -0.57003  3.75237  2.08071
H  -1.26796  2.95900  -0.77139
H  -1.06011  4.60155  -0.24354
H  -3.71793  2.96738  0.01920
H  0.62759  1.17185  -0.39758
H  1.35847  -0.69424  0.14638
H  2.65156  1.43274  -1.27247
C  0.50840  -6.41404  6.67790
C  -0.38350  -5.50015  5.84248
C  0.38326  -4.69040  4.79856
C  1.42446  -3.72654  5.36975
C  0.87702  -2.69983  6.35947
C  -0.16057  -1.76302  5.74704
H  1.23946  -5.84806  7.25673
H  -0.08692  -6.99461  7.38246
H  1.05046  -7.11578  6.04135
H  -0.94391  -4.83199  6.50169
H  -1.12846  -6.10983  5.32582
H  -0.33319  -4.13473  4.18530
H  0.88902  -5.38115  4.11660
H  1.90061  -3.19666  4.53660
H  2.22141  -4.29544  5.85494
H  1.71228  -2.10423  6.73650
H  0.44777  -3.20389  7.22818
H  0.26384  -1.22643  4.90169
H  -0.49486  -1.02801  6.48087
H  -1.04195  -2.30531  5.40176
C  4.63466  2.08519  -3.36406
C  4.09478  1.01219  -4.30730
C  4.68672  -0.37347  -4.05219
C  6.19978  -0.47190  -4.24715
C  6.69372  -0.06407  -5.63397
C  6.14317  -0.93829  -6.75753
H  5.70845  2.22559  -3.48033
H  4.15527  3.04559  -3.56018
H  4.44172  1.82063  -2.32395
H  4.26644  1.31346  -5.34200
H  3.00605  0.94937  -4.19034
H  4.18603  -1.09688  -4.70071
H  4.45131  -0.67900  -3.02376
H  6.50642  -1.50292  -4.04976
H  6.70707  0.13924  -3.49520
H  7.78377  -0.12503  -5.64049
H  6.44774  0.98318  -5.83043
H  6.40860  -1.98518  -6.60081
H  6.55239  -0.63111  -7.71954
H  5.05637  -0.87133  -6.82922
C  -8.65013  -0.20391  -3.42275
C  -7.18117  -0.29856  -3.82543
C  -6.29241  -0.91438  -2.74579
C  -6.24022  -0.13303  -1.43215
C  -5.77776  1.31582  -1.56655
C  -4.35555  1.44902  -2.10672
H  -8.79276  0.44149  -2.55484
H  -9.24707  0.20734  -4.23652
H  -9.05030  -1.18975  -3.18044
H  -6.81185  0.69373  -4.10032
H  -7.10059  -0.91060  -4.72643
H  -5.27978  -1.03194  -3.14424
H  -6.64646  -1.92598  -2.52943
H  -5.57162  -0.65754  -0.74149
H  -7.22460  -0.14462  -0.95945
H  -5.83226  1.78692  -0.57932
H  -6.46213  1.87604  -2.20652
H  -3.64514  0.92207  -1.45942
H  -4.06155  2.50233  -2.15534
H  -4.26243  1.04219  -3.11309

=====

[3]
The following is a DFT calculation (the ωB97M-V functional and the def2-TZVPD basis) of 5 unconnected molecules or ions with the total composition C24H52N4O9S at a distorted geometry.

Values from the calculation:
* LUMO level: 0.50 eV
* molar mass: 572.77 g/mol

Atoms and positions in Å:
C  4.34567  3.03495  -2.57610
C  3.40929  3.25830  -3.81755
C  2.40473  2.04010  -3.90448
C  1.33876  2.17094  -2.77576
C  0.68225  0.82309  -2.34773
C  1.50686  0.02645  -1.28646
C  1.75954  -1.47549  -1.64129
C  2.22552  -1.72020  -3.10703
C  3.15183  -2.96965  -3.28939
C  4.55815  -2.59383  -3.83842
C  5.39371  -1.67872  -2.90257
O  4.82894  -1.23819  -1.70560
C  6.77482  -2.39270  -2.66871
O  7.84397  -1.45559  -2.52180
S  7.31652  0.01861  -3.09611
O  8.07850  0.58449  -4.21758
O  7.42061  0.87866  -1.89447
O  5.79594  -0.43443  -3.54113
H  3.80653  3.22224  -1.62886
H  5.24461  3.67666  -2.61073
H  4.63723  1.96505  -2.56509
H  2.85234  4.21184  -3.74795
H  4.07535  3.23492  -4.70617
H  1.96904  2.08818  -4.92315
H  3.03629  1.13565  -3.82557
H  1.75069  2.73756  -1.91902
H  0.52522  2.81199  -3.18607
H  0.42441  0.22992  -3.24927
H  -0.29666  1.08419  -1.89612
H  2.45320  0.53981  -1.00531
H  0.89902  0.02227  -0.35314
H  0.84695  -2.06193  -1.39485
H  2.55789  -1.82570  -0.94977
H  1.33645  -1.72623  -3.75993
H  2.83693  -0.84095  -3.41184
H  2.68953  -3.61562  -4.06933
H  3.20369  -3.61004  -2.38570
H  5.11645  -3.52987  -4.04442
H  4.45447  -2.09750  -4.82548
H  5.29736  -1.59167  -0.94701
H  7.11949  -3.09366  -3.45367
H  6.70169  -3.03058  -1.75927
C  -1.56176  2.38066  4.10416
N  -1.31819  2.08612  2.70606
C  -0.35963  1.29049  2.16721
C  0.59651  0.60399  3.10573
O  -0.29408  1.14803  0.95436
H  -2.57793  2.06491  4.35029
H  -1.47829  3.46050  4.24815
H  -0.85763  1.87381  4.75635
H  -1.91978  2.50921  2.01726
H  1.29702  0.00789  2.52591
H  1.16036  1.34219  3.67851
H  0.05234  -0.05887  3.78060
C  -4.57214  6.17076  3.78008
N  -4.87107  4.78011  4.06571
C  -5.44530  3.85547  3.24924
C  -5.83828  4.28536  1.85986
O  -5.62654  2.71663  3.65208
H  -3.49888  6.33265  3.89870
H  -5.10274  6.79999  4.49716
H  -4.86666  6.44887  2.77326
H  -4.63728  4.41791  4.97647
H  -6.27939  3.44006  1.33832
H  -6.57628  5.08768  1.90605
H  -4.96044  4.61650  1.30248
C  -4.13503  -3.06652  -0.33665
N  -3.74629  -2.25834  -1.47545
C  -2.84187  -1.24015  -1.52051
C  -2.12992  -0.87292  -0.24542
O  -2.63335  -0.65875  -2.57524
H  -3.92114  -4.11385  -0.56322
H  -5.20979  -2.95017  -0.17782
H  -3.60449  -2.77865  0.56725
H  -4.18147  -2.44560  -2.36461
H  -1.44921  -0.05388  -0.43756
H  -2.85022  -0.55387  0.51033
H  -1.55238  -1.72363  0.12180
C  -3.41903  -5.76206  4.68698
N  -2.73721  -4.59133  4.16912
C  -3.27145  -3.39118  3.81861
C  -4.75901  -3.20825  3.97067
O  -2.54840  -2.50198  3.39553
H  -3.00264  -6.00874  5.66555
H  -3.24501  -6.60024  4.00946
H  -4.48724  -5.59696  4.78442
H  -1.73905  -4.63769  4.03950
H  -5.02782  -2.20424  3.65177
H  -5.29481  -3.92555  3.34649
H  -5.05094  -3.32977  5.01487

=====

Number 1: frontier orbital gap 4.64 eV, highest occupied orbital energy -3.025 eV. Number 2: frontier orbital gap 8.75 eV, highest occupied orbital energy -12.618 eV. Number 3: frontier orbital gap 9.50 eV, highest occupied orbital energy -9.001 eV.